Entry 1:
Here is a single C6H15N molecule at a distorted geometry from the Open Molecules 2025 dataset. Energies are from the ωB97M-V functional and the def2-TZVPD basis.

Geometry as XYZ:
```
22
Properties=species:S:1:pos:R:3:lowdin_charge:R:1
C -0.194 2.624 -1.664 -0.130
C -0.637 1.915 -0.391 -0.277
C -0.852 0.422 -0.486 -0.216
C -0.447 -0.303 0.818 -0.175
C 0.258 -1.647 0.450 -0.451
C 0.484 -2.543 1.655 -0.091
N 1.568 -1.334 -0.165 0.024
H 0.725 2.277 -2.134 0.068
H -1.034 2.749 -2.367 0.074
H -0.005 3.698 -1.546 0.064
H 0.079 2.186 0.403 0.101
H -1.482 2.500 0.000 0.109
H -1.884 0.075 -0.642 0.114
H -0.398 0.072 -1.404 0.093
H 0.238 0.256 1.453 0.101
H -1.283 -0.479 1.496 0.107
H -0.307 -2.265 -0.255 0.136
H -0.465 -2.973 1.986 0.074
H 1.029 -2.063 2.462 0.073
H 1.080 -3.392 1.314 0.071
H 1.417 -1.229 -1.157 0.053
H 2.108 -0.544 0.176 0.075
```

Values from the calculation:
SMILES string: CCCC[C@H](C)N

Entry 2:
Here is 14 unconnected molecules or ions with the total composition C81H181N9O14 at a distorted geometry from the Open Molecules 2025 dataset. Energies are from the ωB97M-V functional and the def2-TZVPD basis.

Geometry as XYZ:
```
285
Properties=species:S:1:pos:R:3:lowdin_charge:R:1
C 1.697 6.704 -3.721 -0.038
C 0.186 6.695 -3.594 -0.469
C -0.464 7.466 -4.853 -0.126
C -0.445 6.627 -6.095 -0.200
C -1.116 5.288 -5.846 -0.174
C -0.409 4.507 -4.813 -0.512
N -0.421 5.318 -3.615 -0.098
O 0.220 4.575 -2.620 -0.047
C -1.256 3.240 -4.507 -0.043
C 1.017 3.868 -5.180 -0.012
C -0.256 7.445 -2.320 -0.036
H 2.058 6.046 -2.940 0.073
H 2.091 7.748 -3.485 0.114
H 2.048 6.381 -4.691 0.067
H -1.549 7.613 -4.657 0.126
H 0.033 8.421 -4.994 0.113
H 0.595 6.424 -6.487 0.121
H -1.046 7.036 -6.936 0.119
H -1.209 4.690 -6.789 0.140
H -2.121 5.376 -5.471 0.118
H -2.194 3.498 -4.025 0.057
H -1.515 2.680 -5.473 0.105
H -0.782 2.595 -3.757 0.062
H 1.667 3.890 -4.306 0.061
H 1.057 2.763 -5.429 0.085
H 1.575 4.305 -5.994 0.058
H -1.273 7.173 -2.065 0.078
H -0.259 8.515 -2.424 0.076
H 0.352 7.152 -1.472 0.076
H -0.543 4.215 -2.139 0.104
C -6.775 0.310 -3.720 -0.052
C -6.580 1.566 -2.967 -0.516
C -7.620 1.642 -1.802 -0.134
C -7.392 2.791 -0.837 -0.137
C -6.009 2.483 -0.139 -0.101
C -4.906 2.416 -1.188 -0.532
N -5.244 1.435 -2.208 -0.056
O -4.203 1.409 -3.184 -0.038
C -4.569 3.852 -1.632 -0.031
C -3.582 1.922 -0.647 -0.059
C -6.716 2.735 -3.932 -0.022
H -6.519 -0.572 -3.107 0.073
H -6.088 0.297 -4.529 0.057
H -7.788 0.222 -4.140 0.108
H -8.642 1.720 -2.176 0.120
H -7.471 0.682 -1.291 0.110
H -8.210 2.690 -0.144 0.108
H -7.342 3.721 -1.288 0.069
H -6.039 1.613 0.442 0.084
H -5.779 3.281 0.578 0.122
H -3.793 3.875 -2.477 0.093
H -5.524 4.461 -1.810 0.087
H -4.018 4.320 -0.772 0.093
H -3.558 0.868 -0.426 0.060
H -2.719 2.069 -1.209 0.046
H -3.390 2.358 0.351 0.100
H -5.987 2.485 -4.768 0.103
H -6.505 3.682 -3.427 0.058
H -7.770 2.797 -4.334 0.106
H -4.204 0.466 -3.436 0.072
C -1.823 3.324 7.176 -0.028
C -3.258 2.691 7.150 -0.548
C -4.221 3.270 6.079 -0.117
C -3.782 2.901 4.643 -0.197
C -3.750 1.404 4.457 -0.118
C -2.836 0.684 5.578 -0.487
N -3.221 1.299 6.909 -0.069
O -2.301 0.694 7.836 -0.037
C -3.176 -0.807 5.718 -0.025
C -1.419 0.852 5.184 -0.058
C -3.842 3.002 8.515 -0.060
H -1.422 3.698 6.169 0.088
H -1.026 2.693 7.620 0.087
H -1.888 4.231 7.763 0.065
H -5.235 2.916 6.298 0.116
H -4.268 4.376 6.273 0.134
H -2.837 3.423 4.433 0.105
H -4.527 3.283 3.975 0.094
H -3.383 1.156 3.445 0.110
H -4.815 1.012 4.646 0.137
H -2.950 -1.402 4.805 0.085
H -2.554 -1.182 6.532 0.079
H -4.230 -0.853 5.928 0.077
H -1.111 0.296 4.305 0.064
H -1.144 1.970 5.011 0.096
H -0.816 0.639 6.076 0.076
H -3.262 2.616 9.373 0.089
H -4.890 2.642 8.646 0.095
H -3.889 4.049 8.787 0.075
H -2.808 0.019 8.224 0.073
C 6.332 0.300 4.836 -0.040
C 5.892 1.217 5.965 -0.540
C 6.155 2.693 5.435 -0.090
C 5.128 3.174 4.359 -0.148
C 3.729 2.971 4.948 -0.138
C 3.415 1.507 5.289 -0.456
N 4.487 1.154 6.336 -0.064
O 4.179 -0.228 6.663 -0.063
C 2.074 1.396 6.062 -0.031
C 3.399 0.617 4.029 -0.021
C 6.747 0.936 7.168 -0.048
H 5.924 -0.678 5.085 0.079
H 7.423 0.241 4.834 0.098
H 5.968 0.603 3.882 0.033
H 6.192 3.401 6.271 0.119
H 7.159 2.582 5.050 0.103
H 5.212 2.756 3.381 0.080
H 5.228 4.200 4.172 0.088
H 3.043 3.410 4.249 0.111
H 3.594 3.534 5.862 0.118
H 1.284 1.918 5.491 0.078
H 1.759 0.353 6.216 0.082
H 2.243 1.805 7.040 0.077
H 3.380 -0.464 4.352 0.091
H 2.521 0.737 3.403 0.056
H 4.318 0.632 3.411 0.047
H 6.370 1.401 8.085 0.088
H 7.767 1.361 7.057 0.099
H 6.823 -0.101 7.415 0.071
H 4.164 -0.177 7.650 0.122
C 4.342 2.401 -0.128 -0.024
C 5.249 1.243 -0.508 -0.491
C 4.546 0.202 -1.358 -0.148
C 4.207 0.659 -2.738 -0.201
C 5.484 1.161 -3.395 -0.126
C 6.408 2.082 -2.547 -0.547
N 6.525 1.605 -1.201 -0.050
O 7.182 2.717 -0.469 -0.038
C 7.817 2.002 -3.153 -0.017
C 5.890 3.478 -2.665 -0.042
C 5.682 0.554 0.814 -0.027
H 3.809 2.931 -0.942 0.088
H 4.840 3.086 0.521 0.075
H 3.622 1.944 0.520 0.060
H 5.281 -0.664 -1.510 0.155
H 3.631 -0.179 -0.832 0.120
H 3.492 1.457 -2.741 0.098
H 3.838 -0.191 -3.343 0.124
H 5.350 1.657 -4.382 0.129
H 6.084 0.304 -3.656 0.104
H 8.377 2.615 -2.526 0.052
H 8.095 0.994 -3.096 0.070
H 7.890 2.472 -4.139 0.100
H 5.425 3.656 -3.629 0.083
H 5.188 3.903 -1.955 0.069
H 6.679 4.210 -2.734 0.079
H 6.457 -0.142 0.641 0.061
H 4.806 0.023 1.195 0.073
H 5.984 1.338 1.492 0.069
H 7.985 2.240 -0.150 0.121
C 6.497 -4.657 0.891 -0.051
C 6.955 -3.811 2.020 -0.537
C 5.985 -2.663 2.271 -0.156
C 4.656 -3.179 2.818 -0.163
C 4.854 -3.939 4.157 -0.085
C 5.808 -5.176 3.922 -0.473
N 7.028 -4.652 3.260 -0.058
O 7.938 -5.751 2.922 -0.029
C 6.378 -5.710 5.227 -0.051
C 5.094 -6.384 3.158 -0.014
C 8.291 -3.125 1.682 -0.036
H 6.441 -4.181 -0.119 0.105
H 5.517 -5.100 1.068 0.051
H 7.219 -5.504 0.756 0.101
H 6.462 -1.825 2.740 0.095
H 5.805 -2.144 1.310 0.102
H 4.225 -3.778 2.020 0.102
H 4.004 -2.328 3.012 0.070
H 3.822 -4.128 4.551 0.132
H 5.450 -3.343 4.888 0.121
H 7.042 -6.583 5.118 0.089
H 6.939 -4.990 5.758 0.070
H 5.497 -6.015 5.762 0.079
H 4.404 -6.807 3.817 0.050
H 4.494 -5.972 2.322 0.064
H 5.706 -7.180 2.769 0.077
H 8.789 -2.578 2.549 0.105
H 8.083 -2.344 0.939 0.072
H 9.020 -3.853 1.217 0.094
H 8.461 -5.826 3.686 0.061
C -3.150 -0.376 -7.128 -0.014
C -1.868 -1.077 -6.575 -0.476
C -1.870 -0.859 -4.964 -0.077
C -3.036 -1.676 -4.293 -0.190
C -2.777 -3.143 -4.480 -0.151
C -2.805 -3.486 -5.961 -0.492
N -1.848 -2.552 -6.731 -0.099
O -1.991 -2.912 -8.110 -0.056
C -2.176 -4.938 -6.034 -0.019
C -4.201 -3.534 -6.549 -0.044
C -0.607 -0.526 -7.205 -0.017
H -3.277 -0.485 -8.232 0.092
H -2.916 0.649 -6.862 0.080
H -4.069 -0.696 -6.672 0.048
H -0.910 -1.158 -4.573 0.080
H -1.916 0.176 -4.712 0.079
H -3.974 -1.321 -4.655 0.078
H -3.134 -1.490 -3.239 0.071
H -3.492 -3.833 -3.964 0.127
H -1.739 -3.323 -3.986 0.146
H -3.021 -5.680 -5.875 0.102
H -1.828 -5.018 -7.073 0.076
H -1.325 -5.092 -5.397 0.061
H -4.801 -4.344 -6.012 0.107
H -4.850 -2.613 -6.554 0.085
H -4.038 -3.893 -7.575 0.082
H 0.227 -1.244 -7.146 0.085
H -0.443 0.424 -6.637 0.094
H -0.751 -0.304 -8.243 0.072
H -2.666 -2.280 -8.482 0.096
C -7.503 -3.114 -0.117 0.005
C -5.919 -2.990 -0.283 -0.478
C -5.380 -1.609 0.174 -0.124
C -5.609 -1.342 1.633 -0.174
C -4.813 -2.401 2.366 -0.139
C -5.188 -3.846 2.002 -0.476
N -5.219 -4.031 0.513 -0.080
O -5.826 -5.289 0.148 -0.044
C -4.181 -4.818 2.548 -0.028
C -6.612 -4.110 2.661 -0.018
C -5.499 -3.155 -1.714 -0.045
H -7.917 -2.607 -0.981 0.073
H -7.878 -2.633 0.783 0.058
H -7.831 -4.136 -0.201 0.074
H -4.311 -1.664 0.024 0.116
H -5.946 -0.954 -0.451 0.093
H -6.655 -1.349 1.904 0.098
H -5.320 -0.359 2.041 0.105
H -4.960 -2.325 3.429 0.108
H -3.740 -2.299 2.183 0.109
H -3.246 -4.707 2.008 0.077
H -4.038 -4.646 3.607 0.093
H -4.513 -5.818 2.380 0.073
H -7.129 -4.978 2.197 0.088
H -6.618 -4.282 3.734 0.080
H -7.295 -3.297 2.492 0.042
H -4.402 -3.080 -1.867 0.072
H -6.047 -2.428 -2.404 0.090
H -5.732 -4.157 -2.102 0.088
H -5.166 -5.997 0.267 0.107
C 1.529 -1.645 2.018 -0.046
C 0.468 -0.862 1.226 -0.468
C 0.646 0.666 1.478 -0.120
C -0.071 1.545 0.500 -0.172
C 0.492 1.145 -0.822 -0.150
C 0.189 -0.260 -1.249 -0.496
N 0.771 -1.143 -0.172 -0.036
O 0.530 -2.522 -0.530 -0.045
C -1.289 -0.500 -1.488 -0.012
C 0.920 -0.466 -2.547 -0.018
C -0.892 -1.425 1.716 -0.013
H 1.448 -1.601 3.088 0.074
H 2.606 -1.375 1.800 0.079
H 1.560 -2.676 1.683 0.080
H 0.342 0.974 2.473 0.110
H 1.716 0.797 1.313 0.096
H 0.048 2.620 0.724 0.131
H -1.130 1.450 0.403 0.071
H 1.638 1.175 -0.702 0.132
H 0.228 1.815 -1.612 0.103
H -1.618 -1.543 -1.712 0.091
H -1.936 -0.189 -0.631 0.062
H -1.565 0.113 -2.359 0.080
H 0.620 0.250 -3.359 0.106
H 1.961 -0.199 -2.372 0.044
H 0.876 -1.487 -2.972 0.080
H -1.692 -0.683 1.585 0.073
H -0.819 -1.418 2.813 0.072
H -1.170 -2.392 1.323 0.067
H -0.416 -2.722 -0.487 0.049
O -2.129 -4.224 -0.487 -0.057
H -3.009 -4.423 -0.166 -0.004
H -1.791 -4.961 -1.026 0.016
O 0.953 -2.875 -5.499 -0.086
H 0.917 -3.310 -4.584 0.033
H 0.152 -2.996 -6.014 -0.004
O -0.383 -6.284 -1.630 -0.054
H 0.147 -5.627 -2.118 0.007
H 0.229 -6.753 -1.088 0.030
O 1.244 -4.145 -2.669 -0.061
H 1.364 -3.502 -1.977 0.017
H 2.057 -4.528 -3.020 0.021
O 3.072 -4.720 -4.587 -0.082
H 2.349 -4.708 -5.273 0.063
H 3.526 -5.591 -4.549 0.071
```

| no. | LUMO level (eV) | HOMO-LUMO gap (eV) |
| --- | --- | --- |
| 1 | 1.14 | 10.1 |
| 2 | 0.32 | 8.7 |